Entry 1:
Density functional theory data (ωB97M-V with the def2-TZVPD basis set) for a structure of composition C24H29N2O4PSSbSe4Sn.

Charge   -1

The geometry in XYZ format:
```
67
C24H29N2O4PSSbSe4Sn | the OMol25 dataset | ωB97M-V with the def2-TZVPD basis set
Sn -0.19 0.60 0.89
C -5.93 -2.81 -2.81
C -5.34 -3.41 -1.71
C -4.43 -2.71 -0.93
C -4.13 -1.39 -1.26
C -4.72 -0.78 -2.36
C -5.63 -1.49 -3.13
P -2.78 -0.55 -0.40
C -1.42 -0.66 -1.57
C -0.73 -1.87 -1.74
C 0.30 -1.95 -2.66
C 0.62 -0.85 -3.44
C -0.09 0.33 -3.30
C -1.13 0.42 -2.39
C -2.77 -1.29 1.25
C -3.77 -0.82 2.08
C -3.68 -1.00 3.46
C -2.57 -1.59 4.00
C -1.57 -2.10 3.17
C -1.68 -1.97 1.81
H -6.64 -3.36 -3.41
H -5.59 -4.43 -1.45
H -3.98 -3.17 -0.07
H -4.49 0.25 -2.60
H -6.11 -1.01 -3.98
H -1.00 -2.73 -1.14
H 0.85 -2.87 -2.76
H 1.44 -0.91 -4.14
H 0.17 1.20 -3.89
H -1.67 1.36 -2.26
H -4.58 -0.23 1.66
H -4.46 -0.60 4.09
H -2.45 -1.65 5.08
H -0.68 -2.55 3.60
H -0.92 -2.41 1.16
O -3.26 0.96 -0.33
S -2.56 2.28 0.63
O -2.31 1.62 1.89
O -1.31 2.57 -0.06
O -3.59 3.24 0.54
Se 1.76 2.50 6.56
Sb 2.92 1.89 4.53
Se 4.26 3.64 3.49
Se 4.13 -0.23 4.69
Se 1.16 1.38 2.69
C 3.94 3.09 -1.97
C 4.00 2.81 -0.47
N 4.01 1.39 -0.17
C 5.33 0.78 0.03
C 5.90 1.02 1.42
C 2.87 0.69 -0.12
C 2.96 -0.74 0.33
N 1.69 1.17 -0.43
H 4.05 4.16 -2.16
H 3.00 2.76 -2.40
H 4.74 2.57 -2.48
H 3.17 3.28 0.07
H 4.91 3.23 -0.04
H 5.98 1.23 -0.73
H 5.27 -0.28 -0.19
H 6.05 2.07 1.63
H 6.87 0.50 1.49
H 5.26 0.63 2.20
H 3.55 -0.84 1.24
H 3.37 -1.36 -0.46
H 1.96 -1.12 0.54
H 1.71 2.12 -0.77
```

Atomic partial charges in e from the Mulliken method, atoms 1 to 4: Sn 1.555; C -0.451; C -0.678; C -0.338



Entry 2:
Density functional theory data (ωB97M-V with the def2-TZVPD basis set) for the molecule C24H29N5O3S.

Charge   0
SMILES string   COCCNc1nc(SCC(=O)N2CCN(c3ccccc3OC)CC2)nc2ccccc12

The geometry in XYZ format:
```
62
C24H29N5O3S | the OMol25 dataset | ωB97M-V with the def2-TZVPD basis set
C 4.85 2.50 -0.08
O 3.81 2.47 0.87
C 2.64 3.15 0.48
C 1.93 2.53 -0.74
N 0.50 2.50 -0.54
C -0.31 1.49 -0.89
N 0.24 0.35 -1.30
C -0.59 -0.61 -1.69
S 0.08 -2.13 -2.25
C 1.89 -1.88 -2.30
C 2.56 -1.12 -1.18
O 3.25 -0.15 -1.46
N 2.45 -1.58 0.08
C 1.72 -2.76 0.51
C 1.17 -2.51 1.93
N 0.79 -1.14 2.09
C -0.51 -0.66 2.02
C -0.78 0.60 2.56
C -2.05 1.14 2.56
C -3.10 0.42 2.04
C -2.87 -0.82 1.49
C -1.59 -1.37 1.45
O -1.33 -2.59 0.88
C -2.34 -3.22 0.13
C 1.90 -0.22 2.01
C 3.03 -0.83 1.17
N -1.89 -0.58 -1.74
C -2.49 0.54 -1.30
C -3.89 0.63 -1.33
C -4.52 1.75 -0.88
C -3.78 2.83 -0.39
C -2.41 2.78 -0.36
C -1.73 1.64 -0.83
H 4.60 1.89 -0.96
H 5.72 2.09 0.41
H 5.06 3.53 -0.40
H 2.88 4.21 0.28
H 1.99 3.11 1.35
H 2.27 1.51 -0.89
H 2.16 3.10 -1.65
H 0.06 3.38 -0.31
H 2.29 -2.90 -2.36
H 2.12 -1.35 -3.23
H 2.39 -3.63 0.51
H 0.89 -2.95 -0.16
H 0.33 -3.17 2.11
H 1.95 -2.73 2.68
H 0.03 1.16 3.01
H -2.22 2.12 2.99
H -4.11 0.82 2.05
H -3.69 -1.37 1.06
H -3.18 -3.52 0.76
H -2.69 -2.57 -0.68
H -1.88 -4.11 -0.30
H 1.57 0.70 1.53
H 2.29 0.03 3.01
H 3.66 -1.50 1.76
H 3.65 -0.03 0.76
H -4.44 -0.22 -1.71
H -5.60 1.82 -0.91
H -4.29 3.71 -0.03
H -1.86 3.62 0.03
```

Atomic partial charges in e from the Mulliken method, atoms 1 to 4: C -0.680; O -0.336; C -1.010; C 0.325



Entry 3:
Density functional theory data (ωB97M-V with the def2-TZVPD basis set) for the molecule C24H29N5O4.

Charge   0
SMILES string   CCOC(=O)C1CCN(C(=O)Cn2nc(C)n3nc(-c4ccc(CC)cc4)cc3c2=O)CC1

The geometry in XYZ format:
```
62
C24H29N5O4 | the OMol25 dataset | ωB97M-V with the def2-TZVPD basis set
C 1.79 2.83 -0.87
C 2.82 2.91 0.25
O 4.08 2.45 -0.26
C 4.77 1.57 0.44
O 4.49 1.20 1.56
C 6.01 1.10 -0.32
C 6.54 -0.18 0.33
C 5.43 -1.25 0.35
N 4.44 -0.95 -0.66
C 3.11 -0.84 -0.48
O 2.36 -0.47 -1.36
C 2.56 -1.26 0.89
N 1.12 -1.32 0.81
N 0.65 -2.46 0.29
C -0.60 -2.59 0.01
C -1.14 -3.84 -0.56
N -1.47 -1.55 0.24
N -2.76 -1.53 -0.01
C -3.20 -0.33 0.36
C -4.60 0.03 0.23
C -5.51 -0.90 -0.29
C -6.85 -0.57 -0.42
C -7.32 0.68 -0.04
C -8.76 1.05 -0.23
C -8.98 1.65 -1.61
C -6.41 1.60 0.47
C -5.07 1.29 0.61
C -2.14 0.45 0.87
C -1.03 -0.36 0.78
C 0.38 -0.20 1.11
O 0.87 0.80 1.61
C 5.02 -0.55 -1.93
C 5.70 0.83 -1.79
H 2.06 3.49 -1.69
H 1.72 1.81 -1.24
H 0.82 3.13 -0.48
H 2.96 3.94 0.59
H 2.52 2.28 1.09
H 6.75 1.90 -0.24
H 6.87 0.02 1.35
H 7.40 -0.53 -0.25
H 5.85 -2.24 0.17
H 4.96 -1.24 1.33
H 2.93 -2.24 1.18
H 2.83 -0.50 1.63
H -0.35 -4.57 -0.68
H -1.60 -3.63 -1.52
H -1.92 -4.24 0.10
H -5.15 -1.87 -0.58
H -7.54 -1.30 -0.82
H -9.06 1.77 0.54
H -9.39 0.16 -0.12
H -8.70 0.94 -2.39
H -10.03 1.92 -1.75
H -8.38 2.55 -1.74
H -6.76 2.58 0.77
H -4.39 2.02 1.01
H -2.17 1.45 1.25
H 5.75 -1.31 -2.22
H 4.22 -0.52 -2.67
H 5.05 1.61 -2.17
H 6.62 0.84 -2.37
```

Atomic partial charges in e from the Mulliken method, atoms 1 to 4: C -1.049; C -0.175; O -0.301; C 0.457



Entry 4:
Density functional theory data (ωB97M-V with the def2-TZVPD basis set) for a structure of composition C24H29N7PdS.

Charge   +2

The geometry in XYZ format:
```
62
C24H29N7PdS | the OMol25 dataset | ωB97M-V with the def2-TZVPD basis set
Pd -0.89 -0.23 -0.57
N 2.99 1.61 -0.90
C 4.10 0.73 -0.84
C 5.37 1.24 -0.64
C 6.45 0.38 -0.55
C 6.27 -0.99 -0.65
C 4.99 -1.50 -0.85
C 3.91 -0.64 -0.95
S 2.31 -1.31 -1.29
N 1.27 0.03 -1.08
C 1.70 1.24 -0.96
C 0.67 2.29 -0.86
C 0.94 3.64 -1.04
C -0.08 4.57 -0.88
C -1.34 4.12 -0.53
C -1.54 2.76 -0.39
N -0.57 1.86 -0.56
H 3.20 2.59 -0.80
H 5.51 2.31 -0.55
H 7.44 0.78 -0.40
H 7.11 -1.66 -0.58
H 4.84 -2.57 -0.94
H 1.92 3.98 -1.33
H 0.12 5.62 -1.03
H -2.16 4.81 -0.38
H -2.51 2.38 -0.11
C -3.56 0.66 -1.95
N -3.08 -0.30 -0.93
C -3.71 0.01 0.38
C -3.45 -1.67 -1.34
C -2.52 -2.65 -0.70
N -1.11 -2.28 -0.97
C -0.21 -3.23 -0.27
C -0.82 -2.33 -2.42
H -4.63 0.52 -2.13
H -3.02 0.49 -2.89
H -3.39 1.68 -1.63
H -4.80 0.06 0.27
H -3.36 0.97 0.75
H -3.46 -0.75 1.11
H -3.40 -1.74 -2.42
H -4.48 -1.89 -1.05
H -2.71 -3.66 -1.08
H -2.66 -2.68 0.38
H -0.36 -4.23 -0.68
H -0.45 -3.25 0.79
H 0.82 -2.94 -0.40
H -1.15 -3.28 -2.84
H 0.25 -2.24 -2.58
H -1.32 -1.52 -2.95
N -0.51 0.26 7.17
C -0.48 0.11 6.03
C -0.46 -0.06 4.60
C -1.06 -1.16 4.01
C -1.04 -1.25 2.63
N -0.46 -0.35 1.83
C 0.14 0.69 2.42
C 0.17 0.88 3.79
H -1.55 -1.92 4.60
H -1.50 -2.11 2.15
H 0.63 1.40 1.77
H 0.68 1.73 4.21
```

Atomic partial charges in e from the Mulliken method, atoms 1 to 4: Pd 0.726; N -0.050; C -0.144; C -0.683



Taking the records one at a time from the top gives HOMO energy values of -0.12326, -0.26512, -0.30207, -0.48435 hartree.
Taking the records one at a time from the top gives maximum force values of 2.090, 0.719, 1.320, 1.085 eV/A.
Taking the records one at a time from the top gives ΔE to the lowest compared entry with this formula, charge and spin values of 314.6, 291.4, 186.1, 75.4 kJ/mol.